Version A
Formula: C9H16N6
Source: the OMol25 dataset
Level of theory: ωB97M-V with the def2-TZVPD basis set

Last column: natural (NBO) charge in e.
Geometry (Å):
N1 -2.52533 1.38218 1.12418  -0.266
N2 2.53351 0.89693 -1.92109  -0.724
N3 0.51660 1.63036 -0.83641  -0.538
N4 1.74879 0.11441 2.68978  -0.701
N5 -1.62822 1.65869 0.08642  -0.169
N6 0.08390 0.89809 1.29281  -0.527
C1 -3.76351 1.64191 0.73124  0.142
C2 -2.35241 2.12160 -0.97232  0.043
C3 0.24007 -2.81047 -0.28655  -0.619
C4 -3.65668 2.08426 -0.59047  -0.268
C5 1.78191 1.03569 -0.81844  0.494
C6 -0.28522 1.37381 0.16900  0.635
C7 0.81672 -4.21707 -0.66911  -0.592
C8 1.37399 0.56513 1.49788  0.479
C9 2.29502 0.64146 0.43599  -0.403
H1 -2.00819 0.84054 1.95459  0.513
H2 -4.43643 1.32814 1.39738  0.264
H3 0.99691 -2.15830 0.00897  0.174
H4 3.46903 0.54715 -1.69270  0.442
H5 0.16320 2.20916 -1.54902  0.441
H6 2.78605 0.16524 2.89450  0.443
H7 -2.04353 2.59175 -1.85282  0.267
H8 1.04247 0.20860 3.39932  0.427
H9 1.27031 -4.69053 0.14468  0.216
H10 -4.55798 2.55743 -1.07789  0.302
H11 2.26381 1.09672 -2.90541  0.452
H12 1.41374 -4.26744 -1.55368  0.209
H13 -0.10403 -4.67504 -0.99448  0.212
H14 -0.52544 -3.12987 0.40087  0.218
H15 -0.20483 -2.29205 -1.08165  0.184
H16 3.29579 0.65150 0.57443  0.251

Calculated values
- Orbital gap: 8.1 eV
- Net charge: +2
- HOMO: -16.2332 eV

---

Version B
Formula: C9H16N6
Source: the OMol25 dataset
Level of theory: ωB97M-V with the def2-TZVPD basis set

Last column: natural (NBO) charge in e.
Geometry (Å):
N1 -0.16197 0.45907 0.98941  -0.662
N2 1.74980 0.03263 2.40706  -0.814
N3 0.26214 1.40471 -1.17143  -0.556
N4 0.36087 -0.90507 -0.60352  -0.153
N5 1.46794 -0.75744 0.11809  -0.166
N6 1.51130 3.31041 -1.27931  -0.709
C1 -0.42138 0.29186 -0.49412  0.002
C2 1.21328 2.19989 -0.65835  0.555
C3 -4.91479 -1.18109 0.16234  -0.794
C4 -3.46944 -1.12682 0.12311  0.303
C5 1.94793 1.67642 0.49949  -0.550
C6 1.28271 0.40328 1.18654  0.474
C7 0.44017 -2.07775 -1.30601  0.045
C8 2.28538 -1.80682 -0.10714  0.040
C9 1.65813 -2.65738 -0.95039  -0.289
H1 -5.29297 -2.11411 0.20894  0.303
H2 -5.24719 -0.85181 1.14328  0.378
H3 -2.87128 -0.29366 -0.38894  0.269
H4 -5.36579 -0.46242 -0.59855  0.296
H5 2.27844 4.00279 -0.94931  0.451
H6 -0.31336 1.84660 -1.88430  0.415
H7 -0.47220 1.34433 1.35823  0.381
H8 1.95261 -3.55254 -1.44268  0.272
H9 3.20898 -1.79293 0.27383  0.234
H10 0.89330 3.71317 -1.90956  0.420
H11 3.06138 1.48086 0.19018  0.288
H12 -2.94974 -1.93299 0.59274  0.206
H13 2.80013 -0.08921 2.44519  0.403
H14 1.25807 -0.74973 2.86275  0.420
H15 -0.30649 -2.24398 -2.07366  0.253
H16 2.15403 2.42973 1.25606  0.286

Calculated values
- Orbital gap: 5.0 eV
- Net charge: +2
- HOMO: -14.4979 eV

---

It is version B that is the least stable of them.

---

Version A
Formula: H12O6
Source: the OMol25 dataset
Level of theory: ωB97M-V with the def2-TZVPD basis set

Last column: natural (NBO) charge in e.
Geometry (Å):
O1 -1.78611 -2.12200 1.28194  -0.957
O2 1.81189 -0.35100 0.41594  -0.956
O3 -0.79711 0.13200 -0.16906  -1.020
O4 -0.71611 1.94000 1.76794  -0.997
O5 -2.88911 0.87900 -2.00206  -0.947
O6 3.53589 0.51200 -2.05506  -0.936
H1 4.32589 0.38800 -1.54106  0.458
H2 1.53489 -1.29500 0.64494  0.503
H3 -1.10111 -2.85800 1.49994  0.489
H4 -2.40311 -2.07100 1.96494  0.489
H5 -2.19711 0.33300 -1.60806  0.478
H6 -2.25211 1.68700 -2.17806  0.462
H7 -1.14211 1.11100 1.23294  0.506
H8 0.04789 2.24600 1.22394  0.457
H9 2.29789 0.08500 0.97594  0.483
H10 2.87089 0.20900 -1.42806  0.475
H11 0.17389 -0.08100 -0.14706  0.501
H12 -1.31511 -0.74400 0.11994  0.512

Calculated values
- Orbital gap: 9.9 eV
- SMILES: O.O.O.O.O.O
- HOMO: -10.3513 eV

---

Version B
Formula: H12O6
Source: the OMol25 dataset
Level of theory: ωB97M-V with the def2-TZVPD basis set

Last column: natural (NBO) charge in e.
Geometry (Å):
O1 22.97685 -13.20036 4.94485  -0.951
O2 20.03598 -11.54671 5.67767  -0.976
O3 18.02845 -11.76187 3.65746  -0.969
O4 16.80992 -9.79441 5.60091  -0.951
O5 19.49300 -8.61630 5.52758  -0.979
O6 21.12379 -13.63702 2.40037  -0.936
H1 21.07480 -12.88537 2.99852  0.467
H2 20.94945 -14.39631 2.96440  0.468
H3 17.10901 -10.42097 4.92810  0.483
H4 18.57664 -8.88286 5.68265  0.484
H5 19.38311 -11.72397 4.98120  0.492
H6 20.76805 -12.14504 5.49937  0.473
H7 16.59678 -10.32598 6.37401  0.474
H8 17.17087 -12.20261 3.67909  0.487
H9 18.35282 -11.89480 2.75866  0.501
H10 23.51846 -13.87505 5.36610  0.479
H11 23.14188 -12.40176 5.45835  0.475
H12 19.99482 -9.43271 5.64593  0.480

Calculated values
- Orbital gap: 10.3 eV
- SMILES: O.O.O.O.O.O
- HOMO: -10.1841 eV

---

It is version A that is the least stable of them.

---

Version A
Formula: H12O6
Source: the OMol25 dataset
Level of theory: ωB97M-V with the def2-TZVPD basis set

Last column: natural (NBO) charge in e.
Geometry (Å):
O1 -3.46167 1.64161 0.62709  -0.990
O2 2.91867 -0.30451 -1.19265  -0.928
O3 0.06714 -0.60880 0.47983  -1.017
O4 0.33551 0.09384 -2.02420  -0.993
O5 0.33433 2.25243 0.61905  -0.947
O6 -0.89316 -2.77164 1.73858  -0.978
H1 0.25298 -0.51535 -0.48058  0.504
H2 2.49186 -1.03414 -0.67851  0.491
H3 0.00331 -0.81238 -2.53929  0.497
H4 1.30942 0.17114 -1.76757  0.512
H5 -0.19276 0.17111 0.94909  0.489
H6 -3.35014 1.60758 1.63772  0.489
H7 3.28751 -0.68559 -1.91807  0.475
H8 1.17567 1.84444 0.73465  0.481
H9 -2.63562 1.57426 0.00897  0.502
H10 -0.17383 2.27932 1.42875  0.473
H11 -0.45027 -1.84602 1.52090  0.493
H12 -1.01895 -3.05727 0.85624  0.449

Calculated values
- Orbital gap: 10.3 eV
- SMILES: O.O.O.O.O.O
- HOMO: -10.3605 eV

---

Version B
Formula: H12O6
Source: the OMol25 dataset
Level of theory: ωB97M-V with the def2-TZVPD basis set

Last column: natural (NBO) charge in e.
Geometry (Å):
O1 -21.51066 32.44850 11.50303  -0.959
O2 -20.43804 34.94409 11.47840  -0.985
O3 -23.07295 35.80240 14.86613  -0.942
O4 -18.96601 34.46441 8.37528  -0.939
O5 -22.12661 36.83279 12.33582  -0.955
O6 -19.16638 35.61193 14.31070  -0.945
H1 -20.97539 32.36419 10.71397  0.460
H2 -21.19059 33.24521 11.92615  0.482
H3 -19.90954 34.82849 12.26805  0.482
H4 -19.37515 34.54511 7.51369  0.462
H5 -18.72403 34.92607 14.81084  0.479
H6 -21.00963 35.68534 11.67857  0.494
H7 -22.43439 36.12955 15.49973  0.454
H8 -22.00788 37.53432 12.97612  0.489
H9 -19.64493 36.11738 14.96779  0.468
H10 -22.92579 37.06996 11.86540  0.495
H11 -22.60107 35.79197 14.03339  0.480
H12 -19.68809 34.24559 8.96430  0.476

Calculated values
- Orbital gap: 10.5 eV
- SMILES: O.O.O.O.O.O
- HOMO: -10.5685 eV

---

It is version A that is the least stable of them.

---

Version A
Formula: H12O6
Source: the OMol25 dataset
Level of theory: ωB97M-V with the def2-TZVPD basis set

Last column: natural (NBO) charge in e.
Geometry (Å):
O1 1.19248 -0.16924 -2.86822  -0.982
O2 -0.52076 0.64000 -0.91671  -0.958
O3 2.33782 0.18135 1.78463  -0.966
O4 -0.96640 -0.16833 1.61953  -0.974
O5 -1.27572 1.69699 4.13622  -0.948
O6 -0.79231 -2.31850 -3.93340  -0.937
H1 -0.96513 -1.55952 -3.35765  0.461
H2 -1.07994 -1.06403 1.97269  0.474
H3 -0.07575 0.74284 -0.07218  0.496
H4 0.43691 0.04403 -2.26845  0.490
H5 -0.69527 2.19228 4.72657  0.475
H6 -1.99629 2.34516 4.05106  0.476
H7 -1.26935 0.09650 -0.64947  0.488
H8 3.00293 0.42005 1.13908  0.481
H9 1.67214 0.65933 -2.74590  0.462
H10 1.64270 -0.40134 1.45240  0.484
H11 0.17753 -2.30238 -3.89339  0.477
H12 -0.74778 0.22528 2.48121  0.501

Calculated values
- Orbital gap: 11.0 eV
- SMILES: O.O.O.O.O.O
- HOMO: -10.8160 eV

---

Version B
Formula: H12O6
Source: the OMol25 dataset
Level of theory: ωB97M-V with the def2-TZVPD basis set

Last column: natural (NBO) charge in e.
Geometry (Å):
O1 -0.24414 2.39427 -2.37015  -0.947
O2 -0.39378 0.21860 -0.50550  -0.989
O3 1.69916 0.03232 1.36452  -0.973
O4 -2.58821 -1.34161 -1.41027  -0.968
O5 0.71107 -2.62019 -0.58817  -0.941
O6 0.23478 1.41641 3.51299  -0.950
H1 -1.88717 -0.75635 -1.05734  0.497
H2 0.95679 1.40035 2.87275  0.476
H3 0.00375 -3.00907 -0.06431  0.463
H4 0.24908 2.15470 -3.16459  0.471
H5 0.14966 0.59751 -1.20766  0.494
H6 -2.46784 -2.17724 -0.95249  0.456
H7 -1.17152 2.32642 -2.62904  0.482
H8 1.71371 -0.53290 2.15145  0.497
H9 0.82071 -1.73503 -0.22560  0.473
H10 2.59842 -0.01049 1.01179  0.494
H11 0.18150 0.20897 0.28545  0.492
H12 -0.56597 1.43331 2.97616  0.471

Calculated values
- Orbital gap: 10.7 eV
- SMILES: O.O.O.O.O.O
- HOMO: -10.6287 eV

---

Version C
Formula: H12O6
Source: the OMol25 dataset
Level of theory: ωB97M-V with the def2-TZVPD basis set

Last column: natural (NBO) charge in e.
Geometry (Å):
O1 0.88777 -1.90285 2.94118  -0.939
O2 -0.21147 0.43668 -1.55699  -0.931
O3 -0.41923 -3.14474 -2.80309  -0.910
O4 -2.51894 2.08068 3.16051  -0.936
O5 1.81437 4.22606 0.32204  -0.937
O6 0.70370 -2.77512 -1.65832  -0.930
H1 1.48170 4.56908 -0.51501  0.468
H2 -0.36431 1.06599 -0.84312  0.471
H3 1.19725 -3.48833 -2.07871  0.469
H4 1.13990 -1.84812 2.01251  0.468
H5 -1.93779 2.74643 3.54525  0.470
H6 -2.76443 2.45001 2.30475  0.466
H7 -1.09636 0.21783 -1.87014  0.461
H8 -0.91721 -2.39811 -2.45159  0.468
H9 0.12743 -2.75681 -3.49566  0.459
H10 0.07045 -1.39458 2.99263  0.469
H11 2.22149 4.99115 0.74380  0.469
H12 0.58567 -3.07526 -0.75004  0.445

Calculated values
- Orbital gap: 6.8 eV
- HOMO: -6.6024 eV

---

Version D
Formula: H12O6
Source: the OMol25 dataset
Level of theory: ωB97M-V with the def2-TZVPD basis set

Last column: natural (NBO) charge in e.
Geometry (Å):
O1 -0.73849 -2.80479 -0.25582  -0.937
O2 2.00838 1.26335 1.37483  -0.965
O3 -0.88201 0.52977 -0.79988  -0.923
O4 0.93946 6.46395 -1.41975  -0.946
O5 -3.58823 -4.63815 -0.20872  -0.927
O6 2.71843 -0.72653 0.83769  -0.947
H1 -0.90916 -2.65154 0.71151  0.470
H2 2.19336 -0.25590 0.15425  0.501
H3 -3.65047 -3.69282 -0.29301  0.460
H4 -1.46332 -3.33955 -0.56583  0.465
H5 -3.47342 -4.86755 -1.20137  0.470
H6 3.39839 -1.02588 0.29486  0.466
H7 -1.57931 0.21061 -0.19132  0.462
H8 1.34760 1.36710 2.01860  0.450
H9 1.47716 6.62057 -0.65735  0.471
H10 -0.66757 1.35555 -0.38321  0.461
H11 2.51263 0.55350 1.82939  0.496
H12 0.35657 5.63831 -1.24487  0.475

Calculated values
- Orbital gap: 11.1 eV
- SMILES: O.O.O.O.O.O
- HOMO: -10.8754 eV

---

It is version C that is the least stable of them.